This record from the OMol25 dataset describes a structure of composition C49H60As2MoN4O6. The level of theory is the ωB97M-V functional and the def2-TZVPD basis.

XYZ file:
```
122
Properties=species:S:1:pos:R:3
Mo 0.2620 -0.3702 0.1992
O 2.0068 4.4361 -1.7696
C 1.0353 4.7805 -0.9007
C 0.6937 6.1295 -0.8219
C -0.2740 6.5518 0.0702
C -0.9335 5.6408 0.8926
C -0.6232 4.2997 0.7916
C 0.3555 3.8504 -0.0976
C 0.6658 2.4107 -0.1281
O -0.1732 1.6006 0.4543
N 1.7935 2.0168 -0.6620
N 2.0148 0.6618 -0.3683
C 3.2406 0.3120 -0.3233
C 3.7245 -0.9248 0.2436
C 5.1025 -1.1883 0.1661
C 5.6616 -2.2730 0.7963
C 4.8321 -3.1101 1.5537
C 3.4816 -2.8737 1.6512
C 2.8899 -1.7841 0.9829
O 1.5846 -1.6366 1.0849
H 2.2370 3.4961 -1.6029
H 1.2177 6.8277 -1.4621
H -0.5172 7.6062 0.1276
H -1.6916 5.9735 1.5896
H -1.1401 3.5640 1.3946
H 3.9720 1.0433 -0.6609
H 5.7255 -0.5071 -0.4035
H 6.7228 -2.4680 0.7234
H 5.2599 -3.9602 2.0715
H 2.8333 -3.5232 2.2265
C -0.1990 -1.5747 4.2007
C -0.7294 -0.3640 3.4403
C -1.3352 0.6765 4.3618
O 0.3431 0.2365 2.6768
C -1.7733 -0.8851 2.4362
O -2.9044 -1.1171 2.8000
O -1.3177 -1.1264 1.2402
H 0.5342 -1.2561 4.9489
H 0.2773 -2.2725 3.5096
H -1.0158 -2.0799 4.7152
H -0.6236 0.9461 5.1461
H -2.2427 0.2859 4.8183
H -1.5871 1.5732 3.7955
H 1.1626 0.1439 3.1742
C -5.5242 5.9550 1.8290
C -4.8443 4.7645 1.2090
C -4.0386 4.8976 0.0907
C -3.4162 3.8068 -0.5123
C -2.5726 4.0660 -1.7253
C -3.6235 2.5286 0.0067
As -2.8858 0.7909 -0.5264
N -1.6788 0.8895 -1.9923
C -1.8067 1.4747 -3.3048
C -0.8483 2.4024 -3.7208
C -0.9412 3.0039 -4.9608
C -1.9925 2.6834 -5.8168
C -2.9194 1.7333 -5.4273
C -2.8171 1.1143 -4.1825
C -4.4681 -0.0432 -1.3387
C -4.4007 -1.4371 -1.2518
C -3.3109 -2.1231 -0.4490
C -5.3680 -2.2179 -1.8817
C -6.4375 -1.6458 -2.5521
C -7.4811 -2.4906 -3.2318
C -6.5303 -0.2566 -2.5620
C -5.5727 0.5613 -1.9689
C -5.7893 2.0498 -2.0718
C -4.4168 2.3702 1.1625
C -4.6709 1.0304 1.8214
C -5.0113 3.4892 1.7349
H -5.0286 6.8840 1.5457
H -5.5267 5.8859 2.9177
H -6.5650 6.0240 1.5037
H -3.8674 5.8844 -0.3304
H -2.2300 5.1028 -1.7379
H -3.1233 3.8820 -2.6517
H -1.6947 3.4268 -1.7347
H -0.0333 2.6552 -3.0527
H -0.1967 3.7338 -5.2554
H -2.0741 3.1624 -6.7849
H -3.7269 1.4531 -6.0933
H -3.5191 0.3464 -3.9025
H -2.3225 -1.9700 -0.8838
H -3.5010 -3.1954 -0.3929
H -3.2398 -1.7361 0.5737
H -5.2895 -3.2991 -1.8218
H -7.2323 -3.5500 -3.1723
H -7.5759 -2.2239 -4.2860
H -8.4613 -2.3488 -2.7718
H -7.3752 0.2117 -3.0576
H -6.6147 2.2557 -2.7535
H -4.9065 2.5597 -2.4522
H -6.0293 2.4946 -1.1052
H -3.7558 0.5831 2.2260
H -5.1073 0.3043 1.1326
H -5.3731 1.1541 2.6449
H -5.6235 3.3541 2.6214
C 2.5401 -2.5825 -2.7619
C 1.9118 -3.4125 -1.6495
As 0.1791 -2.7647 -1.0302
C -0.3322 -4.0560 0.3467
C 0.2433 -5.4617 0.2247
C -1.0023 -3.2461 -2.5090
C -0.5517 -4.4331 -3.3513
H 3.4987 -3.0186 -3.0536
H 2.7017 -1.5528 -2.4502
H 1.9024 -2.5311 -3.6442
H 2.5716 -3.4607 -0.7862
H 1.7448 -4.4398 -1.9748
H -1.4238 -4.0659 0.3373
H -0.0386 -3.5981 1.2898
H -0.1259 -5.9861 -0.6576
H -0.0326 -6.0610 1.0951
H 1.3334 -5.4494 0.1714
H -1.1124 -2.3538 -3.1217
H -1.9720 -3.4515 -2.0590
H 0.3748 -4.2270 -3.8874
H -1.3139 -4.6614 -4.0990
H -0.4012 -5.3351 -2.7573
N 0.2212 -0.3535 -2.7131
C -0.5685 0.0665 -1.7877
H -0.0309 -0.0164 -3.6425
```

Computed properties:
- Kohn-Sham gap (spin up / spin down) (Ha) = 0.266 / 0.263
- energy relative to the best compared isomer or geometry (same formula, charge and spin) (kcal per mole) = 0.0
- HOMO level (spin up / spin down) (eV) = -7.5829 / -7.6894
- spin multiplicity = 3

These are the Mulliken partial charges, in e, on atoms 1 to 2: Mo -1.471; O -0.710



This record from the OMol25 dataset describes a structure of composition C49H64AuN3O3P. The level of theory is the ωB97M-V functional and the def2-TZVPD basis.

XYZ file:
```
121
Properties=species:S:1:pos:R:3
Au 0.0185 -0.5144 0.1724
C 0.3256 -1.4316 6.9624
C 1.4926 -0.5209 6.7250
C 2.4638 -0.3217 7.6987
C 3.5450 0.5176 7.4828
C 3.6626 1.1908 6.2775
C 2.6980 1.0230 5.2982
C 1.6271 0.1646 5.5151
N 0.6191 -0.0138 4.5309
C 0.7873 -0.0208 3.1755
N 1.9765 -0.5282 2.7323
C 2.6578 -0.0807 1.5675
C 1.9720 0.1849 0.3952
C 2.6466 0.7400 -0.6833
C 4.0139 0.9496 -0.6211
C 4.7135 0.5625 0.5146
C 4.0572 0.0509 1.6270
C 4.8453 -0.3778 2.8337
N -0.1736 0.3092 2.3660
C -1.2839 1.0128 2.8824
C -2.4749 0.3298 3.1106
C -3.5761 0.9937 3.6343
C -3.4938 2.3461 3.9135
C -2.3171 3.0361 3.6466
C -1.2022 2.3983 3.1229
C 0.0547 3.1621 2.8349
H 0.4446 -1.9746 7.8976
H 0.2158 -2.1573 6.1540
H -0.6129 -0.8744 7.0262
H 2.3720 -0.8454 8.6414
H 4.2910 0.6471 8.2542
H 4.4952 1.8572 6.0993
H 2.7767 1.5592 4.3612
H -0.3379 0.0975 4.8330
H 2.5794 -0.8421 3.4780
H 2.1055 0.9862 -1.5888
H 4.5414 1.3777 -1.4637
H 5.7901 0.6703 0.5519
H 5.9105 -0.2452 2.6547
H 4.6904 -1.4360 3.0666
H 4.5896 0.1920 3.7281
H -2.5197 -0.7268 2.8848
H -4.4902 0.4484 3.8335
H -4.3442 2.8674 4.3339
H -2.2603 4.0987 3.8534
H -0.1486 4.2302 2.7682
H 0.5170 2.8312 1.9020
H 0.7883 3.0184 3.6305
C -3.1665 6.7672 1.5493
O -2.1878 5.9212 0.9618
C -2.5164 4.6360 0.7264
C -3.7551 4.0701 1.0261
C -3.9994 2.7099 0.7563
C -3.0552 1.8709 0.2220
C -3.3625 0.4357 0.0101
C -4.7869 0.0047 -0.2128
O -2.4936 -0.4236 -0.0443
C -1.7414 2.4346 -0.0987
O -0.8127 1.7870 -0.6057
C -1.5417 3.8418 0.1575
H -2.6898 7.7370 1.6549
H -3.4636 6.3981 2.5343
H -4.0420 6.8622 0.9028
H -4.5428 4.6536 1.4788
H -4.9754 2.3361 1.0235
H -5.5435 0.6712 0.1821
H -4.9146 -0.9958 0.1974
H -4.9354 -0.0583 -1.2938
H -0.5732 4.2477 -0.1012
C -0.4455 -4.4881 3.4116
C 0.4755 -5.2595 2.4550
C 0.9834 -4.3623 1.3310
C -0.1879 -3.9443 0.4331
C -1.4317 -3.5612 1.2834
C -1.0491 -3.2625 2.7274
P 0.1719 -2.6193 -0.8100
C -1.2315 -2.8819 -1.9811
C -1.6054 -1.6534 -2.8496
C -1.3049 -1.7471 -4.3428
C -1.7051 -3.0995 -4.9118
C -0.9252 -4.2028 -4.2119
C -1.2250 -4.2445 -2.7162
C 1.7495 -3.0115 -1.6506
C 1.9108 -2.1423 -2.9142
C 3.3771 -2.0394 -3.3578
C 4.1229 -3.3283 -3.0345
C 4.1896 -3.5329 -1.5137
C 3.0194 -2.8442 -0.8047
H 0.1109 -4.1713 4.2975
H -1.2417 -5.1450 3.7679
H -0.0621 -6.1024 2.0112
H 1.3169 -5.6916 2.9985
H 1.7277 -4.8940 0.7364
H 1.4833 -3.4838 1.7526
H -0.4419 -4.8240 -0.1693
H -2.1466 -4.3889 1.2608
H -1.9502 -2.6959 0.8604
H -1.9171 -2.9077 3.2881
H -0.3300 -2.4412 2.7236
H -2.0406 -2.9464 -1.2477
H -1.1492 -0.7521 -2.4308
H -2.6840 -1.5066 -2.7395
H -0.2444 -1.5770 -4.5387
H -1.8356 -0.9395 -4.8511
H -1.5296 -3.1316 -5.9880
H -2.7786 -3.2613 -4.7637
H 0.1447 -4.0559 -4.3883
H -1.1646 -5.1794 -4.6381
H -0.5286 -4.9377 -2.2370
H -2.2129 -4.6950 -2.5845
H 1.6722 -4.0690 -1.9417
H 1.5136 -1.1386 -2.7220
H 1.3159 -2.5644 -3.7204
H 3.8648 -1.2008 -2.8534
H 3.4158 -1.8198 -4.4256
H 5.1251 -3.3199 -3.4630
H 3.6000 -4.1651 -3.5076
H 5.1228 -3.1250 -1.1197
H 4.1955 -4.6011 -1.2815
H 3.2243 -1.7790 -0.7084
H 2.9215 -3.2185 0.2094
```

Computed properties:
- Kohn-Sham gap (spin up / spin down) (Ha) = 0.257 / 0.204
- HOMO level (spin up / spin down) (eV) = -9.1351 / -10.3471
- net charge = +1
- spin multiplicity = 3

These are the Mulliken partial charges, in e, on atoms 1 to 2: Au 3.297; C -1.219